(1)
Formula: C5H6EuO4
Source: the Open Molecules 2025 dataset
Level of theory: ωB97M-V/def2-TZVPD

Energy above the lowest of the compared OMol25 structures with the same formula, charge and spin, kJ/mol: 2.1
Net charge: +1
E_LUMO (spin up / spin down), eV: -6.248 / -5.047
Spin multiplicity: 7
Kohn-Sham gap (spin up / spin down), eV: 6.51 / 7.74
Expectation value of S²: 12.040
HOMO level (spin up / spin down), eV: -12.76 / -12.79

Geometry as XYZ:
```
16
Properties=species:S:1:pos:R:3:lowdin_charge:R:1
O -1.79337 1.55127 -0.02366 -0.3942
C -2.20472 0.23229 0.12590 -0.2864
C -1.36899 -0.70928 -0.74016 -0.1367
H -3.26063 0.08756 -0.17249 0.1396
H -2.13124 -0.09809 1.18242 0.1315
O 2.00604 2.11807 0.14725 -0.3407
C 3.09614 1.59799 -0.14982 -0.0596
O 0.02180 -0.35402 -0.58610 -0.2567
C 2.09781 -0.67910 0.46819 -0.1407
H 2.67123 -1.17118 1.25422 0.1409
H -1.51359 -1.77080 -0.49967 0.1493
H 0.26120 -1.51276 1.14621 0.1430
H -1.57384 -0.53334 -1.80420 0.1391
Eu 0.07898 2.02229 -0.39007 2.0316
O 2.82868 0.12111 -0.36833 -0.1298
C 0.78449 -0.90201 0.41032 -0.1303
```

(2)
Formula: C56H70F6O15
Source: the Open Molecules 2025 dataset
Level of theory: ωB97M-V/def2-TZVPD

Energy above the lowest of the compared OMol25 structures with the same formula, charge and spin, kJ/mol: 178.2
SMILES string: CCOC(=O)OC.CCOC(=O)OC.CCOC(=O)OC.CCOC(=O)OC.CCOC(=O)OC.Fc1ccccc1.Fc1ccccc1.Fc1ccccc1.Fc1ccccc1.Fc1ccccc1.Fc1ccccc1
E_LUMO, eV: 0.596
Kohn-Sham gap, eV: 9.69
HOMO level, eV: -9.10

Geometry as XYZ:
```
147
Properties=species:S:1:pos:R:3:lowdin_charge:R:1
F 2.89767 -2.27520 -1.33125 0.0590
H 2.72759 -2.70206 -6.47135 0.1080
H 7.69249 0.56777 -2.08043 0.1003
C 0.48915 0.66620 -4.64169 -0.0524
H -0.83166 -2.74069 -0.30106 0.0877
C 1.00008 0.86258 5.93989 -0.1018
F -2.42159 -2.75483 -5.03198 0.0208
O -2.16662 0.14882 4.66819 0.1075
H -3.87642 1.90830 -5.22235 0.0737
F -2.82738 3.78324 -0.45848 0.0577
H 0.72234 5.40728 -1.54456 0.0949
H -2.29581 -2.71456 3.46476 0.0673
C -4.03924 0.51865 1.03240 -0.0260
O -1.78352 -4.72091 1.55291 0.0296
C 4.67850 -0.10607 4.21631 -0.1755
O -4.79424 1.78911 -2.35565 0.0337
C 1.65844 -2.80455 -3.22946 -0.0127
C 1.63890 -2.91818 -4.64161 -0.0672
H -3.23630 0.59704 -2.55481 0.1015
C 1.77521 2.96362 5.24992 -0.2680
C 2.82608 -2.37586 -2.66773 -0.2936
H -8.49788 2.98227 -2.41117 0.0906
H 0.49197 -0.30089 -5.05796 0.0503
H -0.01699 1.24172 -5.42245 0.0928
H -1.01913 -1.17031 -1.99804 0.0968
C 2.55615 2.17263 7.34442 -0.0633
H 0.74947 -3.27151 -5.15208 0.1026
F 1.00343 1.91055 0.56177 0.0516
H -3.69681 -7.03799 -2.45769 0.1024
C -2.62052 1.13403 4.15849 -0.6467
C -2.97887 -3.73934 -2.92326 -0.0139
H 1.12028 -6.18556 -0.33651 0.0970
H 0.59183 3.59915 -1.40235 0.0750
C -3.11071 -6.22346 -4.36823 -0.0680
C 3.96569 -2.04557 -3.38855 -0.0110
F 1.83316 3.92522 4.30395 0.0384
H -3.13732 -7.21266 -4.78807 0.1005
H -3.99282 1.56638 0.74706 0.0760
H -3.78105 1.83544 6.71428 0.0954
H -2.08675 1.38614 6.60266 0.0777
C 1.17325 3.51585 -4.03294 -0.6125
O -2.94017 1.39322 2.93299 0.0456
C 2.22312 -4.17036 3.94857 0.0057
H -3.92484 -0.07868 0.13282 0.0693
C 0.55459 0.67182 0.30098 -0.2894
H 4.38569 0.82236 4.70160 0.1106
H 2.52160 -4.32863 2.91995 0.0924
C 1.70584 1.05509 7.10244 -0.0859
H 6.67131 2.49329 -3.24687 0.1147
C -0.53327 -0.79877 -1.11067 -0.0979
C 0.65224 -0.22949 1.36036 0.0096
H -1.06410 7.93658 -0.42117 0.1101
H 4.83579 -1.93936 -5.32740 0.1125
H 0.81713 -3.02872 -2.63006 0.0808
H -1.89702 0.37087 1.37507 0.0844
H 0.11969 5.32867 2.70327 0.0955
O 3.43810 -0.89117 4.34527 -0.0106
O 2.36509 -2.74239 4.24200 -0.0297
C 5.90899 0.19093 -0.83520 -0.0912
C 1.80827 1.24855 -4.22515 -0.1734
H 0.43973 -0.05023 5.84562 0.1102
H 4.17799 0.35817 2.16947 0.0659
C -2.81402 -5.04216 -5.01500 -0.0250
H 1.14733 -4.32850 4.02405 0.0772
H -3.39976 -4.91126 -1.18220 0.1015
H 0.10608 -2.21798 1.92836 0.0928
C 6.11957 1.92311 -2.51028 -0.0124
H 4.84249 -1.71056 -2.85849 0.1073
F 4.24768 3.36358 -2.76715 0.0754
C -0.42788 -1.75466 -0.13115 -0.0859
H -4.52781 0.11244 -3.61525 0.1276
H 3.17847 2.26330 8.20150 0.0906
O 1.46002 2.35957 -3.33596 -0.0497
O -6.48094 2.97125 -2.00601 0.0027
O 4.57922 -2.82191 3.78345 0.1376
O -0.73902 -5.26327 -0.24826 -0.0365
C -2.01401 -4.78921 2.98894 -0.1830
H -7.79493 4.47205 -1.75420 0.0899
H -2.61032 6.19195 -1.30350 0.1128
C 5.05697 0.04254 2.74390 -0.0661
C 6.67948 0.84676 -1.82537 -0.0738
H 0.08567 -6.03529 -1.89653 0.1007
H -7.47052 4.01512 -3.46933 0.0985
O 0.25792 -5.70455 1.69450 0.1418
H -2.51170 0.95932 -4.72789 0.0550
H 3.95135 -0.09427 0.03676 0.0884
C -3.41616 -6.12046 -2.98471 -0.0886
H 1.00537 -4.67455 -1.18928 0.0742
H 2.99052 1.93946 -1.25416 0.0981
H -2.70407 2.61636 -4.05391 0.0959
C 0.10529 -1.51143 1.14179 -0.0339
O -2.92870 2.26240 4.83806 -0.0118
H -2.48065 3.11934 6.63620 0.0915
C 4.80808 2.29324 -2.20627 -0.2921
C -0.40885 6.68044 1.18450 -0.1172
H 5.46107 -0.56377 4.82598 0.1232
H -2.58306 -4.97196 -6.06746 0.1149
C -2.87515 -3.63352 3.35833 -0.0536
H 3.27471 4.02865 6.39840 0.1145
H -1.28810 3.40156 1.66458 0.1135
C -2.81390 0.31315 1.93111 -0.1414
H 0.42822 1.79038 4.07148 0.1170
C -3.32119 -4.92722 -2.26344 -0.0821
C -5.88318 2.24251 -2.94209 -0.6783
C -2.79496 -3.84331 -4.29071 -0.2662
H 1.14086 0.11431 2.26239 0.1107
C -0.45121 5.44056 1.78760 -0.0601
C -1.12052 6.95642 0.04300 -0.0990
C -2.00525 4.69923 0.09066 -0.2816
H -2.74339 -0.62091 2.46731 0.0957
C 3.94080 -2.21118 -4.76471 -0.0805
H -0.08472 0.51255 -3.75462 0.0493
O -6.22198 2.04589 -4.04245 0.1644
C -3.21520 1.69582 -4.38838 -0.0491
C -1.24473 4.40980 1.21144 0.0015
C 3.58537 -2.22588 4.07131 -0.6007
H 2.36242 1.58520 -5.09339 0.1222
C 0.45269 -5.59760 -0.97054 -0.0092
C -0.65867 -5.27317 1.08664 -0.6245
C 2.61483 3.16738 6.37204 -0.0106
C -3.96784 0.98736 -3.26641 -0.1850
C -2.81403 2.14085 6.29376 -0.0201
C -7.66238 3.65938 -2.45254 -0.0221
H 0.20999 7.39875 1.69213 0.0998
H 5.48322 -0.90682 2.36437 0.0826
H -2.56388 -5.70353 3.18878 0.1268
H 2.84381 -4.63795 4.69145 0.0950
H 6.27450 -0.62026 -0.22563 0.0943
C -1.97020 5.98985 -0.46407 -0.0211
H -3.72498 -3.49254 2.74115 0.0739
H 2.49022 0.57073 -3.70402 0.1101
O 0.83018 4.53601 -3.24250 0.0136
C 2.76829 -2.59037 -5.38483 -0.1037
H 2.19424 4.48895 -1.63831 0.0851
H 1.65378 0.25589 7.82218 0.0968
C 1.02724 1.83313 4.98320 -0.0217
C 1.14189 4.42678 -1.83085 -0.0073
C -0.02340 0.44129 -0.92456 -0.0063
H -4.93324 0.21062 1.53982 0.0755
C 4.55327 0.51012 -0.63327 -0.0791
H -3.31767 -3.71201 4.34515 0.0855
H 5.83581 0.79172 2.64395 0.0800
H -0.05601 1.25219 -1.62390 0.1027
H -2.92710 -2.79936 -2.35915 0.1118
C 4.00095 1.57590 -1.35125 -0.0079
O 1.26280 3.56027 -5.18791 0.1733
H -1.10326 -4.94756 3.48244 0.0889
```

(3)
Formula: C29H40MnN4O5SSi
Source: the Open Molecules 2025 dataset
Level of theory: ωB97M-V/def2-TZVPD

Energy above the lowest of the compared OMol25 structures with the same formula, charge and spin, kJ/mol: 0.0
Net charge: -2
E_LUMO (spin up / spin down), eV: 4.109 / 4.108
Spin multiplicity: 6
Kohn-Sham gap (spin up / spin down), eV: 3.87 / 5.97
Expectation value of S²: 9.089
HOMO level (spin up / spin down), eV: 0.24 / -1.86

Geometry as XYZ:
```
81
Properties=species:S:1:pos:R:3:lowdin_charge:R:1
C -1.55311 3.05952 -0.26073 -0.0697
H -3.03627 -3.54361 -0.46791 0.1006
H -5.96706 0.35851 4.19439 0.1023
H -3.53739 1.10627 -0.03501 0.1055
C -0.33131 -0.79985 -2.79233 -0.2068
H 5.40538 -0.81441 -2.54935 0.0742
C -1.75492 3.77349 -1.43840 -0.1265
C -5.43948 0.53719 3.26357 -0.0545
C -0.90777 -3.84078 -0.44245 -0.5792
H 4.89636 -2.68410 -0.92825 0.0798
C 2.89437 -1.72817 -2.29137 -0.1164
H 4.84474 -0.28962 1.79686 0.0564
H 3.78191 -2.38575 0.40567 0.0547
C -6.15138 0.56625 2.06647 -0.2920
C 3.18056 1.03457 1.26653 -0.6265
C 3.89063 0.05412 2.20255 -0.0998
O 1.31443 -1.74653 1.68191 -0.1709
C -0.95013 1.17933 -4.01035 -0.0884
H 5.37731 0.46994 -1.33974 0.0597
H 1.00426 -4.80409 0.79967 0.1133
H 1.39264 2.31856 1.45603 0.0675
O 2.51827 -3.44452 2.46252 -0.0007
N -2.01178 -1.82110 0.35149 -0.0053
C -3.37268 0.92806 2.09699 -0.2474
H 3.58259 -2.37412 -2.85275 0.0780
C 2.14296 1.68667 -1.52831 -0.1874
C -0.94314 1.11398 -1.57213 -0.2136
H 4.56322 2.59111 1.83410 0.0728
H -1.74286 3.74055 -3.58894 0.0873
O -1.43570 2.51438 2.68380 -0.3313
Mn 0.25220 -0.97949 0.19969 0.7897
H -0.42987 -0.73166 -4.90635 0.0816
C -1.16503 1.83923 -2.76931 -0.2048
H 4.30234 0.54873 -2.73831 0.0643
N 0.18574 -3.13799 -0.21445 -0.0478
H -7.97216 -0.14520 1.16308 0.0702
H 4.11052 0.56986 3.14588 0.0777
C 2.02362 1.66312 2.05757 -0.1131
H 2.15245 -3.94514 -0.21122 0.1049
H 1.42323 2.39524 -1.12339 0.0283
C 4.42282 -1.90023 -0.32393 -0.0948
C 4.17089 2.15022 0.90851 -0.1176
H 1.74460 1.33828 -2.47931 0.0257
H 3.07236 2.22694 -1.72457 0.0192
H 5.21699 -1.39730 0.23142 0.0609
H -0.01682 -1.83765 -2.75019 0.0908
H -8.15295 1.36658 2.04681 0.0741
C 1.75125 -2.96389 1.63324 -0.6459
C -1.58250 3.17962 -2.67465 -0.0860
O -1.05149 -5.07617 -0.47048 -0.0573
C -7.64644 0.39770 2.05061 -0.0698
N -0.47028 -0.18585 -1.58522 -0.0365
H 1.38889 0.89430 2.49541 0.0590
C -4.06696 0.71564 3.28100 -0.0591
H -2.05362 4.81331 -1.37280 0.0823
C -2.13662 -2.92788 -0.59649 -0.1773
C -5.44395 0.76975 0.88560 -0.0431
C 3.68381 -0.92829 -1.24548 -0.6219
H -2.15314 -2.49482 -1.60079 0.0947
H 2.39539 -1.07399 -3.00722 0.0637
H -2.66902 -1.07166 0.17240 0.0545
S -1.58614 1.15274 2.19942 0.5374
N -0.99447 0.86228 0.77894 -0.1885
H -1.11933 1.71354 -4.93641 0.0767
O -1.15384 0.10511 3.09551 -0.3257
H -3.51799 0.66893 4.21071 0.1118
Si 2.42568 0.24091 -0.33069 0.7905
C 4.74649 -0.12412 -2.00544 -0.1183
H -7.99126 -0.15092 2.92803 0.0671
H -5.97059 0.77963 -0.06233 0.1089
C -4.06735 0.95016 0.89516 -0.0572
H 3.69785 2.95195 0.34177 0.0647
H 2.43016 2.26038 2.88350 0.0807
H -1.68997 3.53870 0.69618 0.0837
H 3.27604 -0.81480 2.42429 0.0601
H 5.02772 1.78798 0.33382 0.0580
C -1.17309 1.71885 -0.31437 -0.3116
C -0.55866 -0.16880 -3.98973 -0.1279
H 2.13152 -2.36226 -1.84156 0.0473
H -2.13108 -2.13187 1.31079 0.0988
C 1.27741 -3.80552 0.44086 -0.1585
```

Number 1: largest force on an atom 2.5 eV Å⁻¹, E -1205.02184 hartree. Number 2: largest force on an atom 3.7 eV Å⁻¹, E -3903.66911 hartree. Number 3: largest force on an atom 0.5 eV Å⁻¹, E -3563.12221 hartree.